No. 1
The following is a DFT calculation (the ωB97M-V functional and the def2-TZVPD basis) of a structure of composition C5H4AlO7.

Element x y z (Å)
Al  0.165  1.153  0.993
O  1.157  -0.175  1.328
O  -1.851  0.724  -1.543
O  -0.618  -0.637  -2.682
O  -1.495  1.289  1.315
O  0.939  1.785  -0.524
O  1.792  1.253  -2.467
O  3.029  -1.212  0.570
C  1.964  -0.641  0.461
C  -0.684  0.385  -2.043
C  -2.154  1.986  -0.921
C  1.046  1.000  -1.526
C  -2.521  1.786  0.543
H  -3.398  1.106  0.573
H  -1.295  2.659  -1.056
H  -3.004  2.394  -1.482
H  -2.895  2.771  0.892

Its spin multiplicity is 2. Its HOMO energy (alpha / beta) is -8.75 / -9.51 eV. As for the relative energy (zero: lowest compared OMol25 entry of this formula, charge and spin): 0.0 kcal/mol. Its charge is 0.

These are the Löwdin partial charges, in e, on atoms 1 to 2: Al 0.5725; O 0.0476

No. 2
The following is a DFT calculation (the ωB97M-V functional and the def2-TZVPD basis) of a structure of composition C5H4BrCuF8NaO.

Element x y z (Å)
Br  1.476  2.073  1.464
Cu  1.261  1.041  3.335
Na  -0.341  3.400  1.320
F  -0.302  0.237  2.764
F  -2.447  0.346  2.590
F  2.289  -0.738  -1.237
F  -2.305  0.269  -0.150
F  -1.392  2.003  0.718
F  1.480  -1.586  -3.666
F  -0.009  -0.055  -3.176
F  1.470  -2.740  -1.104
O  0.286  -1.101  -0.281
C  -1.294  0.632  0.617
C  -1.343  0.005  1.989
C  1.174  -1.419  -1.315
C  0.055  0.340  -0.046
C  0.559  -1.216  -2.735
H  0.837  0.667  0.639
H  -1.452  -1.078  1.923
H  -0.233  -1.963  -2.678
H  0.230  0.884  -0.974

Its HOMO energy is -13.05 eV. Its charge is +1.

These are the Löwdin partial charges, in e, on atoms 1 to 2: Br 0.6586; Cu 0.3211

No. 3
The following is a DFT calculation (the ωB97M-V functional and the def2-TZVPD basis) of an isolated molecule of C5H4BrIS.

Element x y z (Å)
I  3.875  -1.165  0.094
Br  2.502  2.299  -0.052
S  0.564  -1.592  0.103
C  1.894  -0.500  -0.004
C  1.422  0.780  -0.072
C  -0.605  -0.266  0.135
C  -2.024  -0.534  -0.006
C  0.032  0.892  -0.064
H  -2.361  -0.575  -1.047
H  -0.498  1.938  -0.109
H  -2.592  0.146  0.583
H  -2.209  -1.423  0.438

Its HOMO energy is -8.59 eV. Its SMILES is Cc1cc(Br)c(I)s1. As for the relative energy (zero: lowest compared OMol25 entry of this formula, charge and spin): 0.0 kcal/mol. Its charge is 0.

These are the Löwdin partial charges, in e, on atoms 1 to 2: I 0.8324; Br 0.7347

No. 4
The following is a DFT calculation (the ωB97M-V functional and the def2-TZVPD basis) of an isolated molecule of C5H4BrNO3.

Element x y z (Å)
Br  2.817  0.728  1.012
O  0.370  2.872  -1.061
O  0.300  2.569  1.060
O  0.514  -1.423  -0.600
N  0.572  2.244  -0.060
C  -0.451  -2.311  -0.307
C  1.126  0.907  -0.282
C  -1.511  -1.638  0.343
C  -1.133  -0.245  0.441
C  0.086  -0.211  -0.162
H  -2.438  -1.966  0.713
H  1.583  1.046  -1.227
H  -1.605  0.678  0.857
H  -0.231  -3.249  -0.727

Its HOMO energy is -9.44 eV. Its SMILES is O=[N+]([O-])[C@@H](Br)c1ccco1. As for the relative energy (zero: lowest compared OMol25 entry of this formula, charge and spin): 0.9 kcal/mol. Its charge is 0.

These are the Löwdin partial charges, in e, on atoms 1 to 2: Br 0.5770; O 0.1087

Let's list maximum force in order: 6.79; 6.55; 3.55; 3.37 eV/Å.